Here is a cluster of 5 separate species, C2H14O4 in total in a non-equilibrium geometry from OMol25. Energies are from the ωB97M-V functional and the def2-TZVPD basis.

```
20
Properties=species:S:1:pos:R:3:forces:R:3:lowdin_charge:R:1
C -0.52715 -1.34274 0.53501 0.3 4.0 -2.5 -0.16
C -1.34633 -1.64897 -0.68745 -2.4 -4.0 -0.6 -0.18
H 0.55641 -1.33087 0.45719 0.1 -0.6 -0.4 0.07
H -0.87265 -1.93690 1.28416 -0.6 -1.3 2.5 0.03
H -0.75998 -0.22190 0.64967 0.2 -1.6 0.8 0.08
H -1.71336 -0.91590 -1.29246 -0.1 3.2 -1.3 0.01
H -1.01846 -2.36967 -1.50602 0.1 0.2 1.6 0.09
H -2.43826 -1.99142 -0.36464 2.3 0.0 -0.3 0.11
H 0.26749 2.11778 -0.55879 -0.2 0.7 -1.3 0.02
H 1.05412 1.26946 -1.41386 0.2 0.1 -0.9 -0.01
O 0.42579 1.98658 -1.53751 -0.2 -0.2 2.4 -0.07
H 1.88747 0.40348 3.04828 1.8 -0.5 2.5 0.02
H 0.85128 -0.21677 2.20761 -1.5 -2.4 -0.3 -0.03
O 1.35614 0.53754 2.32014 -0.3 2.8 -2.0 0.02
H -1.00807 1.90307 1.12286 1.7 3.0 0.0 0.10
H -0.06499 2.22509 2.13143 1.3 0.3 0.9 -0.01
O -0.32878 2.68924 1.34063 -3.0 -3.2 -1.0 -0.10
H 1.74789 -0.25667 -2.01320 0.6 -0.4 1.6 0.00
H 0.53196 -0.60857 -2.85019 -2.0 -0.7 0.3 0.00
O 1.39946 -0.29186 -2.87284 1.7 0.5 -2.1 0.00
```
Forces are in eV/Å.

Strongest force on any atom = 0.093 hartree/bohr
Structure (SMILES) = CC.O.O.O.O
HOMO = -10.88 eV
Frontier orbital gap = 11.119 eV
LUMO level = 0.243 eV


Here is an isolated molecule of C4H3NO in a non-equilibrium geometry from OMol25. Energies are from the ωB97M-V functional and the def2-TZVPD basis.

```
9
Properties=species:S:1:pos:R:3:forces:R:3:lowdin_charge:R:1
O -0.53625 -1.07754 -1.32425 0.0 -0.2 0.7 0.01
C 0.26765 -0.51203 -0.35179 0.1 -0.8 2.0 -0.32
C 0.00982 0.92862 -0.20267 0.1 0.3 0.8 -0.08
C -0.26278 2.08892 -0.00728 0.3 -0.9 0.0 0.15
C 0.45133 -1.30598 1.24708 -1.5 0.4 -0.1 -0.10
N 0.63918 -1.81046 2.28702 -0.2 1.0 -2.3 0.07
H -1.37437 -0.59087 -1.42992 0.5 -0.2 0.4 0.12
H 1.28107 -0.83200 -0.46292 0.7 0.6 -1.4 0.11
H -0.47566 3.11135 0.24474 0.0 -0.3 -0.3 0.04
```
Forces are in eV/Å.

Strongest force on any atom = 0.048 hartree/bohr
Structure (SMILES) = C#C[C@H](O)C#N
HOMO = -11.06 eV
Frontier orbital gap = 11.489 eV
LUMO level = 0.434 eV


Here is a structure of composition C15H21F2FeO15 in a non-equilibrium geometry from OMol25. Energies are from the ωB97M-V functional and the def2-TZVPD basis.

```
54
Properties=species:S:1:pos:R:3:forces:R:3:lowdin_spin:R:1
Fe 2.13247 0.95958 0.37279 0.1 -0.4 -0.4 4.31
C 1.84511 4.82981 1.17475 -0.9 -0.9 0.5 0.01
C 1.97362 3.37792 0.83046 -0.6 -1.1 -0.5 0.02
O 2.20006 2.95493 -0.33428 0.6 0.4 -0.4 0.09
O 1.72964 2.45568 1.68746 0.3 0.4 0.5 0.12
H 2.77652 5.18280 1.60535 0.0 0.3 -0.1 0.00
H 1.05323 4.83695 1.92958 0.3 0.3 0.2 0.00
H 1.45612 5.39010 0.33188 0.5 0.1 -0.2 0.00
C -1.62982 -0.24407 -0.34858 -0.6 0.4 -0.3 0.01
C -0.23256 0.18896 -0.11350 1.8 -0.3 0.5 0.02
O 0.52931 0.65444 -1.01081 -0.4 0.5 -0.6 0.09
O 0.35139 -0.00577 1.00012 -0.7 0.1 0.4 0.10
H -2.12899 0.28963 -1.15504 0.4 0.1 -0.2 0.00
H -2.26111 -0.07848 0.51966 0.1 -0.3 0.2 0.00
H -1.60688 -1.29282 -0.64733 -0.1 -0.1 0.3 0.00
C 5.10069 -0.52421 2.56137 0.8 -0.7 0.5 0.00
C 4.14228 -0.01866 1.53885 0.1 1.2 -0.7 0.02
O 4.33262 1.08904 0.97572 -0.1 0.4 0.6 0.08
O 3.08208 -0.63892 1.21100 -0.5 -0.5 0.6 0.11
H 5.83774 0.19916 2.90894 -0.5 0.5 -0.2 0.00
H 5.74709 -1.32183 2.18147 -0.5 -0.2 -0.2 0.00
H 4.57409 -0.91136 3.43233 -0.1 -0.1 -0.1 0.00
C -2.65219 -1.76072 2.77726 -0.6 0.6 0.2 0.00
C -2.84860 -2.89869 3.76776 -0.4 0.8 0.1 0.00
O -4.20449 -3.23544 3.57208 -0.2 -0.4 -0.3 0.00
C -4.60253 -2.83493 2.32317 0.9 0.3 0.5 0.00
O -5.61676 -3.11347 1.79701 -0.5 -0.2 -0.1 0.00
O -3.62784 -2.07892 1.78222 0.3 0.0 -0.7 0.00
F -2.73017 -2.44382 5.04697 0.3 -0.3 -0.1 0.00
H -1.66256 -1.56838 2.37139 0.0 -0.5 -0.2 0.00
H -2.99522 -0.81689 3.21194 0.2 -0.1 0.4 0.00
H -2.22727 -3.77760 3.59859 0.1 0.0 0.3 0.00
C -4.62464 -1.06107 -2.54048 -0.1 -0.3 -1.0 0.00
C -6.07248 -0.69737 -2.82430 0.1 0.2 0.3 0.00
O -6.37817 0.19402 -1.77540 -0.2 -0.1 -0.5 0.00
C -5.45148 0.08163 -0.80016 0.3 -0.4 0.8 0.00
O -5.46860 0.65586 0.23357 -0.1 0.1 0.0 0.00
O -4.48816 -0.81003 -1.15654 0.0 0.3 -0.3 0.00
F -6.86369 -1.80752 -2.72843 -0.1 0.1 0.0 0.00
H -3.95259 -0.45808 -3.16122 0.0 0.2 0.4 0.00
H -4.42960 -2.09757 -2.80696 -0.1 -0.1 0.4 0.00
H -6.28161 -0.19389 -3.76365 0.0 -0.1 -0.1 0.00
C 5.69945 1.52387 -1.80059 -0.6 0.8 1.2 0.00
O 4.89335 0.98755 -2.84944 0.8 -0.2 -0.4 0.00
C 3.80678 0.36198 -2.48358 -0.4 0.1 -0.3 0.00
O 3.33174 0.37735 -1.37118 -0.3 -0.2 0.2 0.03
O 3.30121 -0.27155 -3.52199 0.3 -0.1 -0.2 0.00
C 2.12599 -1.03496 -3.29596 -1.3 0.2 0.2 0.00
H 5.94875 0.79120 -1.03376 0.1 -0.3 -0.4 0.00
H 5.11457 2.26870 -1.25217 0.1 0.1 -0.2 0.00
H 6.58083 1.98992 -2.22003 0.0 -0.2 -0.3 0.00
H 1.37938 -0.45847 -2.74583 0.3 0.1 0.1 0.00
H 2.31319 -1.94994 -2.73685 0.3 0.0 -0.1 0.00
H 1.67872 -1.23567 -4.26562 0.4 -0.2 -0.1 0.00
```
Forces are in eV/Å.

Strongest force on any atom = 0.036 hartree/bohr
HOMO (spin up / spin down) = -10.19 / -10.20 eV
Spin multiplicity = 6
Expectation value of S² = 8.756
Frontier orbital gap (spin up / spin down) = 10.508 / 9.184 eV
LUMO level (spin up / spin down) = 0.323 / -1.018 eV


Here is a cluster of 2 separate species, C4H10O2S in total in a non-equilibrium geometry from OMol25. Energies are from the ωB97M-V functional and the def2-TZVPD basis.

```
17
Properties=species:S:1:pos:R:3:forces:R:3:lowdin_charge:R:1
C 1.81721 -0.15916 -0.85963 0.4 2.0 2.0 -0.19
C -2.13317 0.95429 1.83483 0.3 3.3 -3.3 0.00
C 0.89432 -1.37524 -0.66426 0.5 -0.5 -0.4 -0.57
C -1.03041 1.41036 1.22286 1.0 -1.3 1.6 -0.28
O -0.60294 -0.40513 -2.57490 -0.1 -0.6 -0.1 -0.46
O 0.23415 1.02340 1.70495 -2.2 -2.8 2.2 -0.12
S -0.76433 -0.90621 -0.98902 -1.1 0.2 -0.4 0.85
H 1.60239 0.59072 0.05080 1.1 -2.0 -1.6 0.09
H 2.88919 -0.45229 -0.96531 -0.7 0.3 0.5 0.07
H 1.61954 0.58798 -1.65302 -0.4 -1.3 -0.3 0.06
H -3.10428 1.36467 1.56949 0.1 -0.5 0.1 0.06
H -0.55270 -1.22866 -3.08987 -0.1 0.5 -0.1 0.04
H -1.96297 0.29517 2.58343 -0.1 -1.9 2.5 0.01
H 0.80585 -1.66603 0.43592 0.6 0.0 -1.4 0.09
H 1.13147 -2.27019 -1.35991 0.0 1.2 1.4 0.09
H -0.79747 1.97447 0.35564 -0.9 0.9 -0.6 0.10
H -0.04588 0.26183 2.39801 1.6 2.6 -2.1 0.16
```
Forces are in eV/Å.

Strongest force on any atom = 0.091 hartree/bohr
Structure (SMILES) = C=CO.CCSO
HOMO = -8.45 eV
Frontier orbital gap = 9.120 eV
LUMO level = 0.666 eV


Here is a cluster of 2 separate species, CH3ClN3O in total in a non-equilibrium geometry from OMol25. Energies are from the ωB97M-V functional and the def2-TZVPD basis.

```
9
Properties=species:S:1:pos:R:3:forces:R:3:lowdin_spin:R:1
C 0.37080 -1.22164 1.19876 1.9 -1.6 0.1 0.03
N -3.16884 -1.61476 -2.59633 -2.8 1.4 -3.3 0.82
N -1.47442 -2.31822 -1.27471 3.1 1.0 -3.8 0.54
N -2.52179 -1.94174 -1.70613 0.1 -1.2 3.4 0.22
O 0.64611 -0.39408 0.28666 0.0 1.1 0.1 0.01
Cl -1.16044 -2.94020 0.31011 -0.4 -1.5 3.5 0.38
H -0.47618 -1.16551 1.79170 -1.6 0.9 1.2 0.01
H 1.11731 -2.02092 1.58635 -0.8 1.5 -1.5 0.00
H 0.06621 0.43906 0.19967 0.6 -1.7 0.2 0.00
```
Forces are in eV/Å.

Strongest force on any atom = 0.097 hartree/bohr
Charge = +1
HOMO (spin up / spin down) = -11.86 / -15.42 eV
Spin multiplicity = 3
Expectation value of S² = 2.049
Frontier orbital gap (spin up / spin down) = 5.814 / 7.816 eV
LUMO level (spin up / spin down) = -6.047 / -7.608 eV


Here is an isolated molecule of C7H14OS in a non-equilibrium geometry from OMol25. Energies are from the ωB97M-V functional and the def2-TZVPD basis.

```
23
Properties=species:S:1:pos:R:3:forces:R:3:lowdin_charge:R:1
C -3.51121 0.57171 0.92124 2.6 -0.5 -1.5 -0.15
C -0.50152 -1.70162 -0.37495 0.2 -0.3 0.0 -0.21
C -1.95432 -1.39912 -0.74715 0.0 0.3 0.5 -0.23
C -0.11413 -0.36544 0.25959 -0.3 0.3 0.0 -0.34
C 1.06450 1.83585 0.11160 -0.1 -0.2 -0.2 -0.07
C 2.34771 -0.31783 -0.07821 -0.3 0.1 -0.1 -0.06
C 1.02741 0.39237 -0.38387 0.1 0.3 0.1 -0.44
O -1.77349 1.25182 -1.26052 0.3 0.8 -0.6 -0.41
S -1.83828 0.33113 -0.14685 -2.8 -1.2 1.0 0.87
H -3.51574 1.64315 1.13182 0.2 0.2 0.0 -0.05
H -3.24230 0.03726 1.83650 -0.1 -0.2 0.3 -0.06
H -0.40861 -2.54035 0.31481 0.0 0.0 -0.1 0.11
H 0.10593 -1.91103 -1.25578 0.0 0.0 0.1 0.11
H -2.18074 -1.43951 -1.80718 -0.1 0.2 -0.1 0.10
H -2.70297 -1.94680 -0.18464 -0.1 0.0 0.1 0.09
H -0.00166 -0.40449 1.34183 0.0 0.0 0.1 0.13
H 1.93815 2.34836 -0.28128 0.1 0.1 0.0 0.08
H 1.10294 1.87240 1.19849 0.1 0.0 0.2 0.09
H 0.17796 2.36364 -0.22214 -0.1 0.2 0.0 0.06
H 2.56781 -0.25391 0.98340 0.1 0.0 0.2 0.08
H 3.16375 0.14742 -0.62402 0.1 0.0 -0.1 0.08
H 2.30168 -1.36552 -0.35702 0.1 -0.2 0.0 0.07
H 0.86218 0.40430 -1.46657 0.0 0.0 0.0 0.14
```
Forces are in eV/Å.

Strongest force on any atom = 0.062 hartree/bohr
Structure (SMILES) = C=[S@]1(=O)CC[C@H]1C(C)C
HOMO = -8.06 eV
Frontier orbital gap = 8.830 eV
LUMO level = 0.765 eV


For the records above, the corresponding total energy values read -10489.2524; -7730.0350; -86433.0645; -19237.5513; -20110.0447; -20364.7568 eV.
For the records above, the corresponding energy relative to the best compared isomer or geometry (same formula, charge and spin) values read 53.6; 62.5; 0.0; 79.3; 0.0; 95.0 kcal per mole.